(1)
C26H66BrN9O14P6S3 as an isolated structure in a non-equilibrium geometry, computed with the ωB97M-V functional and the def2-TZVPD basis.

Structure (XYZ):
```
125
Properties=species:S:1:pos:R:3:forces:R:3:mulliken_charge:R:1
C 4.62851 -4.59585 3.00107 0.00 -0.01 -0.09 -1.463
C 3.65857 -4.05231 2.28361 -0.02 -0.14 -0.09 0.085
C 2.45668 -3.38118 2.87128 0.37 -0.14 0.40 -0.888
C 2.39235 -1.80484 2.58578 -0.23 -2.10 -0.61 0.829
O 3.62625 -1.50955 1.97341 0.05 0.19 0.09 1.366
C 4.80722 -0.74398 2.17919 -0.19 0.66 0.05 0.710
C 5.93780 -1.45865 1.35196 -0.94 -0.05 -0.15 -2.525
C 5.46727 -2.14500 0.05046 1.74 0.01 -0.75 1.224
C 6.12032 -1.51088 -1.21237 -0.96 0.28 0.00 -1.508
O 5.93057 -3.51062 0.08080 -0.68 -0.10 0.21 -0.540
P 4.95368 1.04604 1.54056 1.31 0.71 1.00 -0.375
N 3.62940 1.94578 2.12751 -0.16 -0.20 -0.88 -0.225
O 4.71814 0.89252 -0.09090 -0.75 -0.20 0.33 -0.335
P 5.64657 -0.57292 3.85364 2.71 0.87 -0.62 0.673
N 7.12477 -0.11665 3.61494 -0.24 -0.47 0.18 -0.934
O 5.66566 -1.97939 4.65513 -1.28 -0.04 0.17 -0.622
O 4.92623 0.58434 4.65669 -1.08 -0.82 0.12 -0.383
C 1.31503 -1.57822 1.42796 -0.52 0.79 2.18 0.811
C 1.44926 -0.12944 0.97421 0.21 0.18 -1.70 -1.467
C 0.49128 0.44179 -0.10101 0.16 0.54 0.43 -0.988
C 1.23441 1.47542 -0.95855 -0.36 -0.76 0.00 -0.495
S 0.12962 2.19973 -2.19495 0.00 0.56 -0.10 -0.171
O 1.60103 -2.64840 0.50842 0.11 0.75 -0.03 -0.091
C 1.64983 -2.62432 -0.83096 0.37 -1.64 -1.45 0.274
S 2.58854 -4.17720 -1.28318 -0.02 -0.29 0.38 -0.274
Br -0.06997 -2.86022 -1.78006 0.02 0.45 0.29 0.009
O 2.40466 -1.51633 -1.36719 -0.18 -0.10 0.33 -0.314
C 2.16142 -1.17093 -2.59219 -0.33 0.54 1.05 0.494
N 1.87874 -0.60482 -3.54813 0.22 -0.10 -0.98 -0.479
P -0.48820 -1.78917 1.94118 -2.18 -0.08 -2.11 0.192
O -1.34965 -1.70016 0.75291 0.52 0.01 -0.36 -0.745
O -0.81642 -3.20546 2.57980 0.95 0.09 0.76 -0.636
O -0.90580 -0.60050 2.89759 0.79 -0.17 0.83 0.154
P 1.94273 -1.13921 4.24717 0.01 2.41 1.25 0.986
O 3.08478 -1.54792 5.30338 0.05 -0.66 -0.74 -0.688
O 0.68104 -2.03769 4.71043 0.46 -0.75 -0.49 -0.504
S 1.60668 0.72175 4.52479 -0.03 -0.01 -0.19 -0.406
H 5.44171 -5.08982 2.48780 0.09 -0.05 0.07 0.351
H 4.65261 -4.57087 4.08451 -0.06 0.00 0.05 0.332
H 3.70749 -4.15026 1.20880 0.00 0.17 -0.07 0.046
H 2.49998 -3.59068 3.94300 -0.12 0.05 0.04 0.765
H 1.56607 -3.89853 2.52195 -0.11 0.20 -0.13 0.462
H 6.40755 -2.20148 1.99314 -0.03 -0.21 -0.11 0.787
H 6.70536 -0.73535 1.09765 0.07 0.13 0.29 0.695
H 4.40174 -2.13383 -0.12334 -0.13 -0.37 0.51 -0.592
H 6.74262 -0.64991 -0.98603 0.29 -0.13 -0.04 0.309
H 5.33243 -1.13968 -1.87061 0.03 0.09 -0.06 0.194
H 6.64000 -2.27855 -1.77892 0.28 0.04 0.08 0.487
H 6.88631 -3.45746 0.17889 0.05 -0.11 -0.06 0.482
H 3.97349 2.75372 2.62907 0.03 -0.04 0.10 0.372
H 3.06837 2.27778 1.34871 -0.33 -0.09 0.19 -0.004
H 5.24046 1.60476 -0.47651 0.03 -0.13 -0.25 0.302
H 7.78985 -0.77438 4.00634 0.26 0.14 -0.21 0.237
H 6.47796 -2.45249 4.44811 0.04 0.01 -0.05 0.427
H 5.40010 0.70559 5.49192 0.02 0.26 -0.03 0.334
H 1.43064 0.56039 1.81370 0.04 -0.42 0.42 1.328
H 2.44116 -0.04528 0.52729 0.14 -0.11 0.24 -1.181
H -0.31214 0.98071 0.40145 -0.25 -0.18 -0.07 0.788
H 0.01380 -0.29377 -0.74001 0.06 -0.13 0.04 0.340
H 1.59930 2.30548 -0.35439 -0.05 0.11 0.00 0.222
H 2.09758 0.99781 -1.41576 0.10 0.27 -0.18 0.113
H 0.04008 1.18731 -3.06689 0.20 -0.19 0.16 0.019
H 3.45939 -3.68349 -2.17376 -0.12 0.35 0.07 0.166
H -0.30053 -3.43258 3.36696 -0.17 0.09 0.14 0.361
H -1.53785 -0.03314 2.43058 -0.11 -0.13 -0.05 0.282
H 3.43897 -2.44130 5.17326 0.19 0.05 0.16 0.393
H 0.45438 -1.72260 5.59846 -0.33 0.07 -0.08 0.455
O -4.57929 0.82046 3.06814 -2.20 -2.30 0.57 -0.823
P -5.24475 1.47504 4.23942 2.60 5.01 0.71 0.548
N -5.86732 2.90479 3.51116 0.25 0.11 0.23 0.217
C -5.35096 4.25083 3.56354 0.10 0.10 0.01 -0.841
C -6.95438 2.71270 2.56963 -0.17 -0.48 0.17 -1.089
N -3.87715 1.67808 5.24441 0.58 -0.16 -0.41 0.358
C -3.52493 2.85981 6.00530 -0.41 -0.02 0.64 -1.030
C -2.65868 1.01193 4.79138 0.10 0.01 -0.31 -1.246
N -6.33068 1.53024 5.62214 -0.94 -2.54 -0.88 0.105
C -7.21614 0.35335 5.68802 0.28 -0.20 0.12 -0.995
C -7.07132 2.71746 5.99705 -0.12 0.46 -0.47 -0.971
H -6.12170 4.95250 3.91207 0.02 0.02 -0.01 0.356
H -5.01033 4.59367 2.57849 -0.02 -0.02 0.00 0.347
H -4.50708 4.34666 4.23958 -0.05 -0.11 -0.01 0.143
H -7.91534 2.55502 3.08355 -0.02 0.05 -0.10 0.238
H -6.77365 1.84759 1.92527 0.01 0.02 -0.01 0.279
H -7.06908 3.57997 1.92095 0.11 0.07 0.06 0.419
H -3.11502 3.65929 5.37819 0.05 -0.02 0.05 0.384
H -2.76206 2.61132 6.74633 0.04 -0.12 -0.07 0.344
H -4.36056 3.24663 6.58832 -0.15 0.04 -0.21 0.181
H -2.16738 1.56675 3.98116 0.10 -0.04 0.03 0.358
H -2.86877 0.00793 4.44340 -0.06 0.03 -0.08 0.368
H -1.94514 0.91457 5.61200 -0.10 0.21 0.11 0.365
H -7.97987 0.36644 4.90087 -0.09 -0.02 0.09 0.332
H -7.72015 0.29838 6.65400 0.05 0.08 0.02 0.344
H -6.62978 -0.56272 5.57398 -0.01 0.04 -0.03 0.324
H -7.90330 2.95280 5.32045 0.01 0.02 0.03 0.263
H -6.43499 3.59572 6.07366 0.07 -0.03 -0.15 0.254
H -7.48454 2.54772 6.99419 0.02 -0.16 -0.02 0.432
O -1.07516 2.83504 -8.01598 -0.06 0.06 -3.28 -0.829
P -1.38531 1.38577 -8.22757 -0.51 -2.31 5.23 0.560
N -2.93601 1.26626 -7.48555 0.21 -0.19 0.20 0.188
C -3.28484 0.73432 -6.19029 0.02 -0.03 0.13 -0.788
C -4.01780 1.94985 -8.16654 0.22 0.03 -0.48 -1.130
N -0.08696 0.69579 -7.36246 0.32 0.60 0.37 0.242
C -0.15709 -0.41881 -6.43871 -0.02 -0.72 -0.41 -0.798
C 0.95360 1.62219 -6.90975 -0.06 0.31 0.13 -0.951
N -1.57737 -0.07141 -9.19717 0.31 1.68 -2.27 0.110
C -1.53022 0.20661 -10.64323 0.36 0.05 0.04 -0.969
C -2.58992 -1.07129 -8.92762 -0.54 0.18 0.33 -0.991
H -4.06228 -0.03749 -6.28018 -0.01 0.01 0.03 0.359
H -3.66711 1.51467 -5.52020 0.00 0.00 -0.03 0.339
H -2.43970 0.27459 -5.68803 0.02 0.04 -0.11 0.146
H -4.38617 1.37283 -9.02946 -0.09 0.06 0.04 0.258
H -3.70039 2.93111 -8.53168 0.00 0.00 0.02 0.299
H -4.86217 2.11185 -7.49765 0.06 -0.06 0.11 0.411
H -0.58306 -0.13697 -5.46928 0.09 -0.03 0.02 0.089
H 0.84172 -0.81014 -6.24082 0.07 0.17 -0.02 0.400
H -0.70631 -1.26952 -6.84326 -0.25 0.16 -0.05 0.168
H 0.65139 2.18502 -6.01831 0.06 0.03 0.00 0.292
H 1.21277 2.33161 -7.68807 -0.11 0.06 0.01 0.313
H 1.86020 1.06469 -6.66865 -0.12 -0.19 0.04 0.359
H -2.42668 0.73429 -10.99261 -0.02 -0.09 -0.09 0.329
H -1.43192 -0.71746 -11.21510 0.00 -0.04 0.08 0.341
H -0.66080 0.82777 -10.87645 -0.04 0.01 0.02 0.314
H -3.60832 -0.75192 -9.18658 0.01 -0.03 0.02 0.260
H -2.58720 -1.39399 -7.88950 0.00 0.16 0.05 0.251
H -2.35047 -1.95394 -9.52579 0.09 0.09 -0.09 0.440
```
Forces are in eV/Å.

Values from the calculation:
**Maximum force**: 5.7 eV Å⁻¹
**HOMO-LUMO gap**: 7.81 eV



(2)
C26H66F6N7O10PbS2 as an isolated structure in a non-equilibrium geometry, computed with the ωB97M-V functional and the def2-TZVPD basis.

Structure (XYZ):
```
118
Properties=species:S:1:pos:R:3:forces:R:3:mulliken_charge:R:1
Pb 2.99118 -0.93307 -1.17469 -0.01 -0.03 0.69 1.785
C 0.35581 2.09019 -2.44322 -0.01 -0.75 0.73 0.334
F -0.43959 1.63519 -3.39996 0.13 0.24 -0.07 -0.054
F 1.63448 1.89775 -2.80214 0.25 -0.24 -0.20 -0.223
F 0.19020 3.37749 -2.24503 -0.33 0.02 -0.04 -0.181
S 0.03096 1.17903 -0.81693 0.74 2.27 -0.27 0.861
O 0.96168 1.84145 0.07756 -0.21 -1.25 -0.66 -0.615
O -1.36303 1.44051 -0.56994 0.68 -1.40 -0.45 -0.595
N 0.56907 -0.42104 -1.23892 -1.11 3.32 0.47 -0.143
S -0.50530 -1.45094 -0.70440 -0.47 -3.38 1.47 -0.022
O 0.18443 -2.74696 -0.74551 -0.77 1.01 -0.82 -0.522
O -1.08432 -1.17319 0.59063 0.33 0.57 -1.15 -0.111
C -1.98913 -1.48941 -1.98608 0.37 0.27 2.43 0.563
F -1.97132 -0.45395 -2.78279 0.32 0.03 -0.77 -0.109
F -1.93931 -2.63637 -2.62194 -0.13 0.02 -0.43 -0.187
F -3.07465 -1.39833 -1.22240 0.05 -0.45 -0.42 -0.212
C -0.49181 0.99181 5.65191 0.13 0.09 0.39 -1.196
C -1.76266 1.63742 5.12243 2.06 0.53 -1.16 0.324
C -1.52840 2.00066 3.61213 -1.29 -0.72 1.30 -0.055
O -2.66421 2.78496 3.32481 -0.40 0.69 -1.20 -0.432
C -2.59179 3.46959 2.06284 1.38 -0.59 0.28 -0.245
N -2.92926 0.87627 5.42805 -0.70 -0.13 -0.20 -0.515
H -0.24191 0.01831 5.22106 -0.34 -0.09 -0.10 -0.177
H -0.56890 0.87961 6.73472 0.10 -0.10 -0.02 0.421
H 0.35401 1.64550 5.42950 0.05 0.02 0.14 0.571
H -1.78820 2.64165 5.55344 -0.45 -0.12 0.43 0.305
H -1.53845 1.07863 3.01662 0.12 0.01 -0.27 -0.165
H -0.57849 2.52747 3.48488 -0.02 0.21 -0.06 0.443
H -3.54777 3.63483 1.57456 -0.22 -0.07 0.46 0.308
H -1.95607 2.88239 1.39357 -0.28 -0.12 -0.21 -0.223
H -2.03603 4.40213 2.18930 -0.32 0.29 0.09 0.324
H -3.70058 1.27185 4.89745 -0.12 0.11 0.20 0.384
H -2.86191 -0.07873 5.07127 0.32 0.50 0.03 -0.019
C 2.87457 -5.33375 -3.02149 -0.97 0.00 -0.17 -1.437
C 3.16283 -3.88097 -2.73048 -1.34 1.13 -1.18 0.238
C 2.30145 -2.98912 -3.66568 -0.65 -1.00 -0.12 -0.919
O 2.68947 -1.62734 -3.58050 0.02 0.64 0.04 -0.071
C 1.96686 -0.84650 -4.55704 -0.17 -1.00 -0.69 -0.923
N 2.81014 -3.51921 -1.36087 1.15 -1.24 1.18 -0.382
H 3.35627 -6.03872 -2.34527 0.62 0.03 -0.45 0.394
H 2.95268 -5.51673 -4.09293 0.64 -0.50 0.17 0.395
H 1.81392 -5.52415 -2.82014 -0.12 0.27 0.03 0.378
H 4.19777 -3.56010 -2.87041 0.13 -0.38 -0.12 0.141
H 1.23579 -3.09930 -3.42115 0.01 0.16 0.66 0.314
H 2.25282 -3.34690 -4.70028 0.92 0.16 -0.15 0.580
H 2.04293 0.23839 -4.54064 0.57 -0.14 0.84 0.218
H 0.91301 -1.11470 -4.45853 -0.08 0.12 -0.24 0.294
H 2.37182 -1.18280 -5.51375 -0.39 0.12 -0.23 0.389
H 3.49686 -4.07976 -0.84865 0.21 0.58 0.52 0.300
H 1.96665 -3.98682 -1.03092 -0.53 0.49 -0.57 0.160
C -5.00598 5.28747 -6.68525 1.70 0.65 -0.12 -1.353
C -4.35526 4.81240 -5.35404 -1.35 0.95 -1.07 0.372
C -3.62784 3.48980 -5.52301 0.11 0.53 1.39 -0.502
O -2.61384 3.70989 -6.47634 0.22 -0.72 0.29 -0.325
C -1.73491 2.60260 -6.60082 -0.46 0.62 -1.86 -0.588
N -3.46460 5.86809 -4.84616 0.26 -0.92 0.56 -0.685
H -5.67269 4.59762 -7.19730 -0.10 0.01 0.15 0.337
H -4.14866 5.54660 -7.31469 -0.17 -0.44 -0.50 0.290
H -5.42313 6.28308 -6.52864 -0.67 -0.28 0.18 0.373
H -5.25355 4.68908 -4.74512 0.55 -0.19 0.88 0.283
H -4.32022 2.65199 -5.66912 -0.09 0.13 -1.11 0.437
H -3.19359 3.17964 -4.56192 0.37 0.41 0.13 0.193
H -1.10040 2.40606 -5.73812 -0.36 -0.17 0.25 0.016
H -1.10384 2.83724 -7.46192 0.32 0.22 0.27 0.297
H -2.32079 1.77424 -7.01048 0.11 -0.57 0.79 0.349
H -2.64315 5.95400 -5.42865 -0.04 -0.10 -0.13 0.243
H -3.86775 6.78670 -4.74101 -0.39 -0.16 -0.13 0.258
C 1.79775 0.27164 2.75462 0.11 -0.56 0.28 -0.339
C 2.34930 -1.14656 2.75791 1.00 0.48 0.66 -0.152
C 1.56048 -2.01831 3.73525 0.48 -0.21 0.51 -0.440
O 2.25664 -3.24641 3.96105 -0.46 0.14 -0.62 -0.414
C 1.65337 -3.99597 4.99289 -0.21 -0.11 0.98 -0.712
N 2.44394 -1.71955 1.39567 -1.18 -1.65 0.52 -0.011
H 2.08742 0.72553 3.70277 -0.41 0.13 0.03 0.532
H 0.71378 0.19953 2.64820 -0.05 0.42 0.07 -0.243
H 2.19073 0.89658 1.96044 0.07 -0.13 -0.19 -0.207
H 3.37850 -1.16717 3.12965 -0.02 0.30 0.12 0.462
H 0.52391 -2.17639 3.41309 -0.02 -0.22 -0.32 -0.250
H 1.47569 -1.52576 4.70865 0.09 0.41 -0.07 0.690
H 0.56008 -3.99350 4.96692 -0.05 -0.09 -0.49 0.228
H 1.88165 -3.60195 5.98999 0.26 0.32 -0.09 0.313
H 2.01289 -5.02284 5.00934 0.07 0.04 -0.46 0.302
H 2.92832 -2.60756 1.55937 0.66 0.21 -0.21 0.312
H 1.52142 -2.17164 1.34737 -0.32 0.51 -1.01 0.037
C 5.18341 3.38176 -0.92469 0.38 -0.49 -0.69 -1.620
C 4.64153 2.06365 -1.51488 -1.72 1.69 1.25 0.511
C 5.69835 1.22144 -2.13872 -0.03 -0.15 -0.51 -0.882
O 5.20002 0.00602 -2.72244 -0.56 0.55 0.66 -0.089
C 5.90124 -0.44614 -3.86098 0.74 -0.29 -0.04 -0.985
N 3.84264 1.43268 -0.40314 1.42 -0.73 -0.98 -0.281
H 4.32226 3.96685 -0.60876 0.11 0.15 0.06 0.445
H 5.71531 3.92873 -1.70523 0.11 0.19 0.23 0.444
H 5.83663 3.19432 -0.07176 0.08 0.11 -0.01 0.378
H 3.95072 2.43444 -2.27336 -0.20 -0.61 -0.21 0.006
H 6.48532 0.99415 -1.41562 0.24 -0.05 -0.12 0.338
H 6.04997 1.89272 -2.92504 0.60 -0.31 -0.09 0.428
H 6.98047 -0.39736 -3.69349 0.03 0.12 0.01 0.440
H 5.66836 0.11589 -4.76720 -0.18 0.11 0.08 0.353
H 5.67295 -1.50008 -4.00803 -0.26 0.06 -0.04 0.155
H 4.59969 1.11972 0.20392 -0.37 -0.01 0.61 0.339
H 3.31129 2.13606 0.09509 -0.17 0.00 -0.03 0.158
C -5.15486 -3.51568 6.54338 0.22 -0.82 0.29 -1.590
C -3.95227 -2.90675 5.83476 -1.03 -0.14 0.48 0.513
C -4.44020 -2.08438 4.61331 0.39 0.00 1.37 -0.882
O -3.28603 -1.53771 3.97408 -1.38 -1.44 -1.33 -0.176
C -2.89714 -2.32117 2.83255 2.36 1.41 0.25 -0.094
N -3.21875 -2.13128 6.84949 -0.23 -0.03 -0.96 -0.661
H -4.80891 -4.26162 7.26237 0.12 0.27 0.22 0.371
H -5.81140 -4.10693 5.90199 -0.17 0.46 -0.26 0.407
H -5.69648 -2.75109 7.10126 -0.23 -0.04 -0.16 0.348
H -3.29297 -3.72899 5.54605 0.02 0.11 -0.48 0.203
H -5.07513 -1.25750 4.94877 0.25 0.15 0.26 0.267
H -5.12852 -2.67308 4.00234 0.55 -0.17 -0.55 0.581
H -3.12407 -3.38447 2.82530 -0.49 0.10 0.28 0.436
H -1.80727 -2.20794 2.87834 0.16 -0.63 -0.05 -0.594
H -3.04369 -1.81368 1.87827 -1.09 -0.12 0.07 0.311
H -2.47815 -1.66405 6.33840 0.24 0.19 0.30 0.248
H -3.85450 -1.38891 7.12906 0.21 0.19 0.25 0.379
```
Forces are in eV/Å.

Values from the calculation:
**Total charge**: +1
**Maximum force**: 3.7 eV Å⁻¹
**Relative energy (zero: lowest compared OMol25 entry of this formula, charge and spin)**: 20.4 kcal/mol
**HOMO-LUMO gap**: 7.06 eV



The records above yield LUMO energy values of 0.0; -3.0 eV, respectively.